(1)
14
Properties=species:S:1:pos:R:3:mulliken_charge:R:1 method="wB97M-V/def2-TZVPD" mol_weight_g_mol=88.11 lumo_energy_ev=-0.235 total_charge=0 e_homo_ev=-8.89 e_above_lowest_ev=4.8808 fmax_ev_per_a=0.41
C -1.831 0.028 0.569 -1.21
C -0.440 -0.031 -0.011 0.72
C 0.135 -1.198 -0.579 -0.56
O 1.947 -0.204 0.264 -0.69
C 1.658 0.962 -0.268 -0.16
O 0.112 1.130 -0.408 -0.47
H -2.109 -0.928 1.022 0.33
H -1.875 0.814 1.325 0.31
H -2.560 0.265 -0.213 0.34
H 0.370 -0.431 0.807 0.36
H -0.125 -2.160 -0.141 0.26
H 0.806 -1.204 -1.428 0.25
H 1.908 1.826 0.365 0.28
H 2.003 1.131 -1.304 0.26

---

(2)
173
Properties=species:S:1:pos:R:3:mulliken_charge:R:1 method="wB97M-V/def2-TZVPD" mol_weight_g_mol=1156.93 smiles="CC(=O)NCCCCc1ccc(C[C@@H](C)Cl)c2c1C(=O)c1cc(CC(=O)O)cc(CCO[Si](C)(C)C)c1C2=O.CNC(C)=O.CNC(C)=O.CNC(C)=O.CNC(C)=O.CNC(C)=O.CNC(C)=O.CNC(C)=O.CNC(C)=O" lumo_energy_ev=-1.376 total_charge=0 e_homo_ev=-8.23 fmax_ev_per_a=8.27
C 11.580 0.603 -1.030 -0.88
C 9.942 0.796 -0.815 0.48
O 9.433 0.229 0.301 -0.54
N 9.148 1.605 -1.818 -0.30
C 7.673 1.272 -1.806 -0.14
C 7.287 -0.050 -2.756 -0.18
C 6.111 0.464 -3.776 -0.56
C 5.370 -0.719 -4.636 -0.88
C 4.976 -2.060 -3.779 0.17
C 6.011 -3.362 -3.952 -0.74
C 5.615 -4.736 -3.144 -0.52
C 4.255 -4.908 -2.187 0.35
C 4.033 -6.387 -1.515 -0.92
C 5.229 -6.716 -0.405 0.22
C 5.060 -5.901 1.009 -0.57
Cl 5.496 -8.567 -0.174 -0.24
C 3.249 -3.604 -1.987 0.41
C 3.626 -2.193 -2.801 0.25
C 2.615 -0.911 -2.650 0.02
O 2.920 0.375 -2.847 -0.64
C 1.053 -1.235 -2.178 0.60
C -0.068 -0.080 -2.551 -1.10
C -1.636 -0.261 -2.102 0.52
C -2.834 0.838 -2.375 -0.27
C -4.054 0.192 -3.260 0.55
O -3.853 -0.137 -4.538 -0.64
O -5.363 -0.010 -2.602 -0.48
C -2.009 -1.654 -1.272 -1.02
C -0.888 -2.809 -0.898 1.17
C -1.402 -4.107 -0.036 -0.95
C -1.577 -3.813 1.572 0.10
O -0.291 -4.092 2.228 -0.44
Si 0.434 -2.655 2.931 0.97
C 2.376 -2.938 2.827 -0.29
C 0.095 -1.015 1.981 -0.63
C 0.056 -2.417 4.821 -0.96
C 0.694 -2.638 -1.345 0.59
C 1.901 -3.704 -1.003 -0.23
O 1.791 -4.552 0.026 -0.62
H 11.780 -0.205 -1.857 0.24
H 12.048 0.275 0.008 0.27
H 12.069 1.623 -1.368 0.29
H 9.555 1.555 -2.778 0.34
H 7.211 1.157 -0.717 -0.24
H 7.116 2.216 -2.274 0.37
H 8.253 -0.458 -3.282 0.27
H 6.925 -0.904 -2.011 0.21
H 6.639 1.178 -4.574 0.28
H 5.392 1.154 -3.157 0.29
H 4.378 -0.370 -5.187 0.28
H 6.119 -1.061 -5.487 0.39
H 6.970 -3.274 -4.626 0.24
H 6.333 -5.671 -3.266 0.29
H 4.210 -7.178 -2.391 0.44
H 2.953 -6.596 -1.114 0.22
H 6.242 -6.329 -0.903 0.21
H 6.033 -5.230 1.146 0.24
H 4.113 -5.214 1.019 -0.04
H 5.094 -6.699 1.876 0.35
H 0.256 0.900 -3.121 0.21
H -3.278 1.104 -1.303 0.35
H -2.430 1.878 -2.799 0.09
H -5.704 -0.909 -2.898 0.38
H -3.142 -1.749 -0.933 0.20
H -2.495 -4.361 -0.443 0.47
H -0.772 -5.099 -0.249 0.16
H -2.340 -4.640 1.972 0.10
H -2.060 -2.781 1.835 0.10
H 2.522 -4.103 2.749 0.14
H 2.957 -2.432 3.708 0.05
H 2.674 -2.508 1.755 -0.07
H -1.063 -0.757 2.030 0.24
H 0.652 -0.152 2.589 0.38
H 0.521 -0.979 0.891 0.00
H 1.076 -2.097 5.351 0.22
H -0.706 -1.558 5.053 0.28
H -0.265 -3.431 5.358 0.17
C -2.393 4.654 -7.153 -1.43
C -2.832 4.713 -5.716 0.92
O -2.541 5.654 -4.982 -0.61
N -3.576 3.678 -5.232 -0.08
C -4.017 2.493 -5.930 -0.80
H -1.809 5.546 -7.395 0.30
H -1.764 3.774 -7.316 0.36
H -3.266 4.624 -7.811 0.37
H -3.834 3.788 -4.259 0.17
H -5.109 2.465 -5.894 0.28
H -3.618 1.622 -5.404 0.13
H -3.687 2.473 -6.969 0.39
C -2.599 5.542 -2.055 -1.18
C -2.757 4.721 -0.805 0.58
O -2.336 3.570 -0.720 -0.68
N -3.390 5.294 0.259 -0.07
C -3.949 6.621 0.357 -0.33
H -2.076 4.954 -2.815 0.23
H -3.582 5.818 -2.448 0.43
H -2.008 6.437 -1.844 0.39
H -3.459 4.682 1.064 0.26
H -3.453 7.139 1.181 0.29
H -5.014 6.525 0.582 -0.11
H -3.823 7.196 -0.562 0.16
C -5.844 -3.922 2.858 -1.43
C -4.613 -3.462 3.590 0.79
O -3.681 -2.903 3.017 -0.59
N -4.550 -3.684 4.934 -0.03
C -5.532 -4.319 5.782 -0.89
H -5.750 -3.677 1.796 0.26
H -5.954 -5.005 2.954 0.38
H -6.726 -3.412 3.253 0.42
H -3.693 -3.348 5.358 0.12
H -5.828 -3.604 6.552 0.33
H -5.062 -5.184 6.256 0.22
H -6.414 -4.643 5.228 0.37
C -7.561 4.561 1.708 -1.32
C -7.707 6.053 1.826 0.77
O -7.615 6.799 0.853 -0.65
N -7.950 6.576 3.062 -0.18
C -8.090 5.874 4.316 -0.81
H -7.371 4.294 0.665 0.27
H -6.716 4.219 2.312 0.36
H -8.483 4.068 2.029 0.46
H -8.036 7.585 3.063 0.24
H -9.080 6.099 4.722 0.28
H -7.327 6.249 5.002 0.27
H -7.980 4.794 4.205 0.32
C -4.683 -5.462 10.399 -1.36
C -4.568 -4.434 9.308 0.85
O -5.541 -4.053 8.662 -0.63
N -3.333 -3.920 9.042 -0.12
C -2.078 -4.235 9.684 -0.89
H -5.726 -5.778 10.495 0.31
H -4.078 -6.338 10.153 0.36
H -4.363 -5.033 11.352 0.37
H -3.333 -3.234 8.296 0.19
H -1.674 -3.313 10.110 0.31
H -1.391 -4.608 8.920 0.28
H -2.188 -4.982 10.471 0.34
C -0.997 11.120 -0.738 -1.25
C -2.299 10.611 -1.292 0.83
O -3.374 10.822 -0.736 -0.66
N -2.263 9.895 -2.452 -0.15
C -1.111 9.544 -3.250 -0.79
H -1.184 11.671 0.188 0.30
H -0.333 10.280 -0.512 0.33
H -0.524 11.797 -1.454 0.36
H -3.176 9.586 -2.764 0.21
H -1.253 9.959 -4.251 0.30
H -1.064 8.454 -3.315 0.22
H -0.180 9.924 -2.827 0.32
C 0.562 -4.892 -6.302 -1.54
C 0.458 -4.644 -4.823 1.05
O 1.181 -5.215 -4.011 -0.62
N -0.477 -3.750 -4.389 0.14
C -1.412 -2.983 -5.178 -0.93
H 1.349 -5.626 -6.496 0.31
H -0.383 -5.290 -6.682 0.40
H 0.820 -3.964 -6.820 0.37
H -0.488 -3.635 -3.382 -0.04
H -1.228 -1.923 -4.985 0.23
H -2.422 -3.238 -4.848 0.25
H -1.317 -3.180 -6.246 0.44
C 6.139 0.071 1.449 -1.00
C 5.031 -0.457 2.319 0.34
O 4.125 -1.156 1.872 -0.33
N 5.053 -0.138 3.645 -0.08
C 6.022 0.664 4.355 -0.96
H 5.987 -0.265 0.420 -0.04
H 6.133 1.165 1.460 0.41
H 7.103 -0.309 1.799 0.41
H 4.277 -0.528 4.166 0.18
H 6.459 0.047 5.144 0.30
H 5.498 1.508 4.807 0.29
H 6.814 1.035 3.703 0.37

---

(3)
13
Properties=species:S:1:pos:R:3:mulliken_charge:R:1 method="wB97M-V/def2-TZVPD" mol_weight_g_mol=101.17 smiles="C#CC.CN=S" lumo_energy_ev="-1.245 / -1.235" total_charge=0 e_homo_ev="-8.29 / -8.30" e_above_lowest_ev=5.1550 fmax_ev_per_a=3.82
C -0.850 1.635 0.422 -0.13
C -0.313 1.271 1.444 -0.02
C 0.262 0.826 2.740 -0.96
C 0.408 0.150 -2.445 -0.74
N 0.179 -0.267 -1.067 -0.10
S 0.498 -1.761 -0.543 -0.07
H -1.513 2.022 -0.357 0.37
H 1.291 1.229 2.955 0.28
H -0.323 1.296 3.558 0.27
H 0.459 -0.325 2.647 0.22
H 0.615 1.185 -2.519 0.33
H 1.171 -0.358 -3.126 0.30
H -0.534 -0.065 -3.154 0.26

---

(4)
76
Properties=species:S:1:pos:R:3:mulliken_charge:R:1 method="wB97M-V/def2-TZVPD" mol_weight_g_mol=757.58 lumo_energy_ev=2.020 total_charge=-1 e_homo_ev=-2.71 e_above_lowest_ev=2.5175 fmax_ev_per_a=6.65
C -4.319 -3.698 0.689 -0.41
C -4.419 -3.258 2.012 -0.74
C -3.640 -2.182 2.462 -0.23
C -2.752 -1.542 1.586 -0.63
C -1.860 -0.359 2.041 1.38
C -2.360 0.962 1.449 0.04
C -1.618 2.128 1.690 0.00
C -1.993 3.356 1.145 -1.02
C -3.137 3.434 0.345 -0.56
C -3.880 2.279 0.089 -0.89
C -3.506 1.054 0.645 -0.58
C -0.373 -0.557 1.681 -0.82
C 0.125 -1.985 1.864 -0.43
C 1.470 -2.131 1.198 -0.98
N 2.290 -0.931 1.431 0.21
C 3.665 -0.915 1.126 0.01
C 4.261 0.291 1.506 0.43
C 5.639 0.449 1.378 -0.46
C 6.400 -0.592 0.821 -0.57
C 5.779 -1.785 0.401 -0.62
C 4.396 -1.958 0.563 -0.72
S 3.067 1.441 2.102 -0.04
C 1.828 0.232 1.948 -0.08
N 0.579 0.374 2.429 1.05
C -2.664 -1.979 0.258 0.20
C -3.440 -3.058 -0.188 -0.83
H -4.928 -4.530 0.330 0.36
H -5.121 -3.736 2.697 0.37
H -3.716 -1.827 3.495 0.41
H -1.925 -0.316 3.137 0.54
H -0.712 2.067 2.295 0.71
H -1.384 4.243 1.343 0.31
H -3.446 4.394 -0.073 0.40
H -4.765 2.325 -0.539 0.38
H -4.107 0.168 0.436 0.36
H -0.333 -0.322 0.574 0.07
H 0.215 -2.246 2.928 0.34
H -0.571 -2.721 1.436 0.30
H 2.024 -2.996 1.581 0.53
H 1.330 -2.250 0.113 0.38
H 6.090 1.392 1.695 0.41
H 7.475 -0.467 0.679 0.36
H 6.379 -2.570 -0.067 0.36
H 3.899 -2.883 0.250 0.36
H -1.990 -1.463 -0.436 0.34
H -3.357 -3.374 -1.229 0.38
O -3.017 5.481 5.420 -0.45
C -1.885 5.393 5.182 -0.03
Co -0.184 5.217 4.843 0.22
C -0.107 5.772 3.199 0.08
O -0.132 6.141 2.096 -0.52
C 0.419 6.572 5.803 0.00
O 0.685 7.522 6.398 -0.45
C -0.022 3.203 5.557 0.84
C -0.782 3.069 6.870 0.76
C -0.938 4.123 7.801 0.14
C -1.476 3.910 9.068 -1.01
C -1.942 2.651 9.447 -0.42
C -1.809 1.599 8.532 -0.70
C -1.232 1.799 7.278 -0.33
C 0.643 2.287 4.750 0.12
C 0.633 0.936 4.195 -0.39
Co 1.703 3.667 5.205 0.11
C 2.389 4.919 6.357 0.25
O 3.017 5.578 7.062 -0.43
C 3.086 2.663 5.512 -0.09
O 3.979 1.932 5.680 -0.46
C 2.124 4.402 3.635 0.03
O 2.640 4.718 2.641 -0.43
H -0.602 5.143 7.593 0.10
H -1.555 4.736 9.781 0.38
H -2.406 2.509 10.431 0.35
H -2.178 0.615 8.819 0.37
H -1.130 0.953 6.601 0.26
H 1.504 0.377 4.647 0.35
H -0.258 0.334 4.415 -0.05

---

| no. | calculated total energy (eV) |
| --- | --- |
| 1 | -8368.4009 |
| 2 | -119978.2882 |
| 3 | -16581.7763 |
| 4 | -141195.0819 |